# 1
Computed, not measured: 4 unconnected molecules or ions with the total composition C26H37F14NO9S3, with ωB97M-V with the def2-TZVPD basis set.

Last column: Mulliken charge in e.
Cartesian coordinates (Å):
C (2.76407, -0.76139, 2.65183)  -0.827
C (3.95355, 0.05784, 3.19368)  -0.606
C (4.23911, 1.23398, 2.26349)  0.083
N (5.09036, 2.26466, 2.88036)  -0.244
C (4.64745, 3.61284, 2.86917)  0.649
C (5.16922, 4.46346, 1.66597)  0.604
F (6.50101, 4.26842, 1.59327)  -0.345
F (4.96042, 5.77294, 1.90863)  -0.323
C (4.58574, 4.15124, 0.23520)  0.601
F (5.55998, 3.83852, -0.61293)  -0.311
F (3.93176, 5.20297, -0.25290)  -0.256
F (3.73374, 3.11997, 0.26997)  -0.135
O (5.31895, 4.28718, 3.96858)  -0.503
C (4.43609, 4.76229, 4.86498)  0.378
O (4.70034, 5.49072, 5.76132)  -0.548
O (3.20510, 4.26716, 4.60124)  -0.492
C (3.15564, 3.74477, 3.26248)  0.203
C (2.23708, 4.65381, 2.45529)  -0.631
C (0.77321, 4.36998, 2.81472)  -1.839
C (0.29871, 3.00374, 2.32833)  1.455
F (1.18435, 2.44324, 1.46266)  -0.414
F (0.17168, 2.15286, 3.38027)  -0.376
C (-1.05428, 3.05764, 1.58287)  -0.103
F (-1.94202, 3.72993, 2.33903)  -0.349
F (-0.85455, 3.77897, 0.46243)  -0.313
C (-1.65679, 1.66260, 1.16194)  1.349
F (-1.85223, 1.65969, -0.16756)  -0.330
F (-0.81184, 0.66163, 1.44917)  -0.400
C (-3.02289, 1.32051, 1.81611)  0.508
F (-2.97179, 1.42746, 3.13792)  -0.255
F (-3.97369, 2.11693, 1.34026)  -0.271
F (-3.33531, 0.05985, 1.51113)  -0.188
H (2.04806, -0.97818, 3.44500)  0.312
H (3.06666, -1.69814, 2.19067)  0.388
H (2.22487, -0.20736, 1.88300)  0.055
H (4.84040, -0.56785, 3.29035)  0.402
H (3.69155, 0.45158, 4.17739)  0.242
H (4.69776, 0.86304, 1.34147)  0.562
H (3.28432, 1.65898, 1.96589)  -0.567
H (6.06177, 2.19624, 2.61074)  0.420
H (2.72670, 2.75160, 3.37370)  0.475
H (2.44514, 5.69531, 2.69632)  0.549
H (2.34482, 4.51819, 1.38348)  0.353
H (0.64498, 4.38563, 3.89753)  0.477
H (0.13913, 5.15770, 2.41131)  0.529
C (-1.94341, -1.47218, -1.00029)  -0.747
C (-1.82172, -2.45982, 0.16844)  -0.069
C (-0.52515, -3.25425, -0.04155)  -0.866
S (0.57893, -2.16782, -0.95283)  1.029
O (0.82972, -2.73734, -2.25474)  -0.718
O (1.67533, -1.75349, -0.11072)  -0.593
C (-0.57591, -0.81523, -1.14081)  0.172
H (-2.71972, -0.72882, -0.82140)  0.292
H (-2.19370, -2.00625, -1.91988)  0.472
H (-1.76841, -1.90769, 1.10918)  0.044
H (-2.68449, -3.11597, 0.22681)  0.303
H (-0.03725, -3.52925, 0.89020)  0.355
H (-0.67977, -4.14043, -0.65424)  0.410
H (-0.40077, -0.33816, -2.10274)  0.569
H (-0.38170, -0.11293, -0.32940)  -0.639
C (2.28636, -3.65866, -6.12672)  -0.635
C (2.04068, -3.54502, -7.63790)  -0.648
C (0.59029, -3.08692, -7.83098)  -0.649
S (0.16915, -2.13508, -6.36018)  1.180
O (-0.87461, -2.82997, -5.64929)  -0.645
O (0.01130, -0.74458, -6.70669)  -0.693
C (1.72450, -2.38167, -5.51170)  -0.143
H (3.34398, -3.77614, -5.89572)  0.374
H (1.75665, -4.52495, -5.72495)  0.306
H (2.72074, -2.80386, -8.06242)  0.298
H (2.22251, -4.48853, -8.15083)  0.331
H (0.45609, -2.44709, -8.69937)  0.339
H (-0.10273, -3.92468, -7.87641)  0.354
H (1.53854, -2.45117, -4.44077)  -0.026
H (2.35247, -1.51897, -5.73380)  0.338
C (-7.32914, -1.89248, -0.13691)  -0.512
C (-7.84660, -3.28353, -0.52933)  -0.621
C (-6.83990, -4.31168, 0.00043)  -0.662
S (-6.08343, -3.56272, 1.45140)  1.005
O (-4.68234, -3.34231, 1.17804)  -0.565
O (-6.48906, -4.26155, 2.64147)  -0.699
C (-6.93483, -1.99246, 1.33291)  -0.522
H (-8.08123, -1.12088, -0.29333)  0.391
H (-6.45488, -1.63581, -0.73927)  0.214
H (-8.82292, -3.45246, -0.07141)  0.297
H (-7.96854, -3.37952, -1.60697)  0.342
H (-7.30119, -5.24741, 0.30529)  0.343
H (-6.04064, -4.50757, -0.71183)  0.369
H (-6.26413, -1.20641, 1.67238)  0.215
H (-7.80742, -2.04942, 1.98305)  0.338

Calculated values
- E_LUMO (eV) = 0.42
- energy (Eh) = -4337.5480
- SMILES = CCCN[C@]1(C(F)(F)C(F)(F)F)OC(=O)O[C@H]1CCC(F)(F)C(F)(F)C(F)(F)C(F)(F)F.O=S1(=O)CCCC1.O=S1(=O)CCCC1.O=S1(=O)CCCC1
- HOMO level (eV) = -9.9
- net charge = 0
- spin multiplicity = 1
- ΔE to the lowest compared entry with this formula, charge and spin (eV) = 0.000

# 2
Computed, not measured: a molecular structure, C41H37CeI2N8O in a non-equilibrium geometry, with ωB97M-V with the def2-TZVPD basis set.

Last column: Mulliken charge in e.
Cartesian coordinates (Å):
Ce (0.36075, -0.04903, 0.20710)  -0.384
C (3.76341, 0.52685, -0.36132)  1.385
C (3.86124, 1.80019, 0.47299)  -1.849
C (2.59719, 2.65542, 0.46697)  -0.680
N (1.46915, 1.98554, 1.12257)  -0.072
C (0.62923, 2.73702, 1.79872)  0.819
C (0.65797, 4.16786, 1.78208)  -1.279
C (0.33060, 5.07197, 2.76071)  -0.442
C (-0.19264, 4.82974, 4.03213)  -0.564
C (-0.81305, 3.66406, 4.41714)  -0.791
C (-1.06842, 2.52590, 3.65468)  -0.172
C (-0.54609, 2.09538, 2.42970)  0.237
N (-1.04929, 1.05911, 1.74803)  1.220
C (-2.46027, 0.74362, 1.86572)  -1.114
C (-3.02126, 0.54768, 0.44693)  -0.815
C (-2.53951, 1.66092, -0.49202)  -1.055
N (-1.24826, 1.32396, -1.08049)  0.370
C (-0.67133, 2.18152, -1.90981)  1.273
C (-1.20127, 3.47871, -2.13087)  -0.868
C (-0.97352, 4.42535, -3.10507)  -0.841
C (-0.14106, 4.37188, -4.21498)  -0.617
C (0.76622, 3.36938, -4.48377)  -0.820
C (1.10792, 2.25785, -3.72519)  -0.841
C (0.58964, 1.71062, -2.54095)  1.083
N (1.14615, 0.65964, -1.92948)  1.100
C (2.37259, 0.04486, -2.42875)  -1.397
C (3.62208, 0.73995, -1.87863)  -1.210
H (2.89770, -0.03399, 0.00348)  -1.279
H (4.63549, -0.09178, -0.15095)  0.805
H (4.68768, 2.41176, 0.10394)  0.435
H (4.08684, 1.53413, 1.50920)  0.470
H (2.31886, 2.90371, -0.56492)  0.325
H (2.83647, 3.59137, 0.97311)  0.711
H (1.05209, 4.58959, 0.86480)  0.614
H (0.54397, 6.10933, 2.52755)  0.423
H (-0.19028, 5.65196, 4.73565)  0.381
H (-1.24332, 3.66006, 5.41215)  0.389
H (-1.75583, 1.82016, 4.10893)  0.345
H (-3.00289, 1.56780, 2.33630)  0.593
H (-2.63888, -0.15759, 2.46496)  0.274
H (-4.11004, 0.54146, 0.49569)  0.678
H (-2.69912, -0.41426, 0.03660)  -0.165
H (-2.48912, 2.58848, 0.09233)  0.352
H (-3.27609, 1.81690, -1.28696)  0.730
H (-1.95276, 3.77025, -1.40950)  0.294
H (-1.56605, 5.32855, -3.00953)  0.394
H (-0.19181, 5.19663, -4.91360)  0.363
H (1.34368, 3.48938, -5.39332)  0.375
H (1.94009, 1.70602, -4.13905)  0.316
H (2.40950, 0.01787, -3.51921)  0.656
H (2.37458, -0.99582, -2.09028)  0.202
H (3.56423, 1.80585, -2.11515)  0.423
H (4.49731, 0.33739, -2.38905)  0.445
I (3.83330, -3.67008, -0.83823)  0.035
C (3.56009, -2.87251, 1.08502)  -0.487
C (4.52206, -3.05165, 2.07866)  -0.276
C (4.32111, -2.52678, 3.32692)  -0.285
I (5.80633, -2.84795, 4.78774)  0.102
C (3.14980, -1.79950, 3.62429)  0.797
C (2.82056, -1.27278, 4.89239)  -0.739
C (1.63753, -0.61068, 5.06874)  -1.337
C (0.78422, -0.42014, 3.97149)  0.058
N (1.05561, -0.86939, 2.76867)  0.020
C (2.19755, -1.58808, 2.59175)  0.869
C (2.38693, -2.15499, 1.28542)  -0.249
O (1.49041, -1.98471, 0.34854)  -0.329
H (5.42258, -3.60695, 1.85647)  0.399
H (3.49802, -1.40278, 5.72538)  0.222
H (1.35394, -0.22533, 6.03787)  0.459
H (-0.13905, 0.12987, 4.09091)  0.499
N (-7.06311, -8.22635, -2.41224)  -0.458
C (-6.26968, -7.39662, -2.37051)  0.007
C (-5.28256, -6.36264, -2.30523)  0.432
C (-5.05820, -5.69352, -1.10362)  -1.052
C (-4.11218, -4.69064, -1.03422)  -0.310
C (-3.36536, -4.35062, -2.15848)  1.475
C (-3.58720, -5.01987, -3.35659)  -0.467
C (-4.54230, -6.01524, -3.43223)  -0.989
N (-2.38620, -3.32801, -2.08210)  0.264
C (-1.84953, -2.61452, -3.13508)  -0.554
C (-0.98384, -1.72128, -2.59475)  -0.995
N (-0.96250, -1.87645, -1.22373)  0.641
C (-1.81976, -2.83174, -0.95481)  -0.890
H (-5.63551, -5.95748, -0.22861)  0.438
H (-3.97546, -4.16393, -0.10023)  0.321
H (-3.00569, -4.78320, -4.23639)  0.335
H (-4.71182, -6.53256, -4.36610)  0.445
H (-2.13125, -2.77906, -4.15857)  0.414
H (-0.37256, -0.98512, -3.08493)  0.412
H (-2.00676, -3.22789, 0.02909)  0.546

Calculated values
- E_LUMO (spin up / spin down) (eV) = -3.97 / -3.97
- energy (Eh) = -3168.2194
- HOMO level (spin up / spin down) (eV) = -9.8 / -9.8
- net charge = +1
- spin multiplicity = 1
- ΔE to the lowest compared entry with this formula, charge and spin (eV) = 0.000

# 3
Computed, not measured: a molecular structure, C17H28NO2P2PdSe in a non-equilibrium geometry, with ωB97M-V with the def2-TZVPD basis set.

Last column: Löwdin spin population.
Cartesian coordinates (Å):
Pd (0.07525, 0.14951, 0.33883)  0.833
P (-2.10355, 0.17911, -0.40356)  0.130
C (-2.03310, 0.41730, -2.21998)  0.014
C (-0.80235, 1.18856, -2.58603)  0.007
N (0.28460, 1.05993, -1.80402)  0.122
C (1.51111, 1.39271, -2.21969)  0.009
C (1.67459, 2.10382, -3.40846)  0.004
C (0.55146, 2.36378, -4.18146)  -0.002
C (-0.69458, 1.90048, -3.79018)  0.004
C (2.68398, 0.96719, -1.36615)  0.002
P (2.28268, -0.47402, -0.29088)  0.104
H (-1.58348, 2.04923, -4.40173)  0.001
H (2.66903, 2.42819, -3.68802)  0.001
H (0.65990, 2.88930, -5.11534)  0.000
H (3.55321, 0.67390, -1.97021)  0.000
H (2.99823, 1.75799, -0.67325)  0.000
H (-1.95642, -0.77304, -2.82659)  0.000
H (-2.94661, 0.79147, -2.63133)  0.002
H (-1.14076, -2.30352, -2.55064)  0.000
O (-1.71227, -1.99915, -3.21692)  0.001
H (-2.04502, -2.38735, -4.00170)  0.000
H (-0.04316, -2.10995, -0.73731)  0.024
O (-0.36220, -2.74699, -1.36232)  0.023
H (0.07891, -3.59356, -1.22640)  0.001
C (2.66482, -1.90513, -1.34760)  0.036
H (3.69970, -1.79900, -1.69584)  0.007
H (2.56884, -2.81887, -0.73783)  0.000
H (1.97801, -1.93015, -2.21311)  0.001
C (3.44248, -0.46996, 1.07246)  0.009
H (3.23917, -1.34081, 1.69397)  0.001
H (4.45562, -0.51795, 0.68318)  0.001
H (3.28874, 0.43529, 1.65476)  0.004
C (-2.86221, 1.52390, 0.59998)  0.024
H (-3.83732, 1.80705, 0.18185)  0.004
H (-2.99627, 1.17178, 1.63657)  0.000
H (-2.18326, 2.38584, 0.62108)  0.000
C (-3.18524, -1.25831, -0.13435)  0.030
H (-3.35389, -1.38574, 0.95298)  0.001
H (-4.15046, -1.07575, -0.64475)  0.007
H (-2.68408, -2.15437, -0.54135)  0.001
Se (0.72046, 1.83514, 1.87451)  0.455
C (0.25641, 0.98813, 3.47139)  0.053
C (-1.00958, 1.22104, 4.05323)  0.032
C (-1.42527, 0.47159, 5.15183)  -0.003
C (-0.58169, -0.50386, 5.69530)  0.027
C (0.69956, -0.69517, 5.17063)  -0.003
C (1.12849, 0.05433, 4.07421)  0.029
H (-1.64441, 2.00164, 3.63721)  0.003
H (-2.41510, 0.64292, 5.57868)  -0.001
H (-0.91495, -1.09699, 6.55055)  0.002
H (1.36801, -1.43975, 5.61155)  -0.001
H (2.13397, -0.07171, 3.68219)  0.002

Calculated values
- E_LUMO (spin up / spin down) (eV) = -2.26 / -4.48
- energy (Eh) = -4081.5975
- HOMO level (spin up / spin down) (eV) = -10.1 / -10.2
- net charge = +1
- spin multiplicity = 3
- ⟨S²⟩ = 2.011
- ΔE to the lowest compared entry with this formula, charge and spin (eV) = 0.643